Record 1
2 unconnected molecules or ions with the total composition C18H29ClN5O4S in a non-equilibrium geometry, computed with ωB97M-V with the def2-TZVPD basis set.

Atoms and positions in Å:
C -4.59556 -3.22883 0.84527
C -4.25112 -1.86816 0.67193
C -4.65810 -1.07138 -0.67490
N -6.08430 -0.63942 -0.31191
C -6.28237 0.74035 -0.75288
N -7.46884 1.30492 -0.43011
N -5.11877 1.25953 -1.45716
Cl -4.82195 2.92411 -1.06773
C -4.01096 0.36003 -0.92872
C -2.67792 0.49633 -1.81755
C -1.41614 0.95466 -0.89827
C -1.11651 -0.26256 0.11463
C 0.19692 -0.01298 1.02605
C 1.55522 0.10236 0.19076
C 2.13113 -1.32268 -0.32067
C 3.18068 -0.99243 -1.50747
S 4.17583 -2.47517 -2.00489
C 3.36553 -3.37093 -3.38456
N 2.73680 -2.91380 -4.57860
N 2.36730 -4.06967 -5.21943
C 2.74805 -5.22829 -4.47778
O 3.37949 -4.78114 -3.28904
H -4.78597 -3.56978 1.92666
H -4.74999 -3.97694 -0.00879
H -3.71319 -1.35645 1.54895
H -4.79094 -1.74263 -1.58609
H -5.94007 -0.47822 0.71457
H -8.31400 1.02023 -0.95223
H -7.48698 1.94250 0.37925
H -3.70259 0.86305 0.05936
H -2.85862 1.38294 -2.53223
H -2.45073 -0.41483 -2.46173
H -0.52214 1.12611 -1.59070
H -1.74782 1.90510 -0.34836
H -0.97469 -1.25581 -0.42421
H -2.00185 -0.27660 0.85273
H 0.01832 1.00022 1.54756
H 0.20164 -0.80775 1.84130
H 2.32411 0.59844 0.89469
H 1.48610 0.80905 -0.71369
H 2.74476 -1.75980 0.55002
H 1.31883 -2.02915 -0.69740
H 2.67396 -0.47494 -2.38720
H 3.93385 -0.23058 -1.07741
H 2.56173 -6.32617 -4.73615
C 5.62129 2.58763 4.50373
C 4.96808 2.43863 3.14739
C 5.40866 3.46827 2.14907
O 4.29256 3.52354 1.26602
C 3.19993 3.18882 2.00666
O 2.06703 3.32018 1.64124
O 3.56448 2.68313 3.21916
H 5.46195 3.59037 4.90947
H 5.18130 1.88762 5.21822
H 6.69547 2.40008 4.44381
H 5.11337 1.42043 2.76922
H 6.31491 3.17611 1.61646
H 5.55288 4.46231 2.58369

Values from the calculation:
- Total charge: +1
- LUMO: -5.197 eV
- HOMO: -0.3804 Eh

Results of the natural (NBO) charge analysis, in e, for atoms 1 through 5:
1 C -0.3233
2 C -0.2837
3 C -0.1096
4 N -0.5655
5 C 0.7710


Record 2
A molecular structure, C18H29CrN2O5P2S in a non-equilibrium geometry, computed with ωB97M-V with the def2-TZVPD basis set.

Atoms and positions in Å:
C 0.95917 -1.15095 -4.07104
C 0.98212 -0.76545 -2.71730
N -0.15640 -0.82872 -1.96062
C -1.34272 -1.11123 -2.54503
C -1.42490 -1.43979 -3.89729
C -0.26030 -1.50431 -4.66583
C 2.18243 -0.10800 -2.10841
P 2.11787 -0.14545 -0.32075
Cr -0.08685 -0.34669 0.13541
P -2.31875 -0.12809 -0.15079
C -2.60278 -1.07769 -1.71637
O 2.04289 2.20493 -3.03999
O -0.27508 2.48376 -2.29263
H 1.91219 -1.10740 -4.62818
H -2.40074 -1.64094 -4.31659
H -0.28600 -1.78429 -5.73339
C 2.91372 -1.60996 0.37810
C 3.01437 1.28641 0.32245
H -3.45297 -0.62694 -2.25047
H -2.88782 -2.09606 -1.41024
H 2.17810 1.07656 -2.48105
H 3.13421 -0.42000 -2.56272
C -3.39180 -0.85157 1.10599
C -3.02971 1.50566 -0.48382
H -0.71433 1.91742 -1.62708
H -0.34790 3.43020 -2.02390
H 1.03603 2.31884 -2.85238
H 2.45035 2.15563 -3.96226
H -0.30805 -1.86868 0.43126
H -0.33254 1.23188 -0.18990
H 3.98790 -1.61373 0.13579
H 2.76534 -1.55261 1.47293
H 2.41427 -2.51621 -0.00333
H 4.10338 1.13532 0.22719
H 2.71112 2.19847 -0.21868
H 2.73220 1.36119 1.38579
H -4.10582 1.43312 -0.68706
H -2.83544 2.12211 0.40504
H -2.50578 1.95945 -1.33455
H -4.42889 -0.91818 0.75096
H -3.00690 -1.84138 1.37997
H -3.33372 -0.20758 1.99319
O -0.84943 2.56904 1.60348
C -0.66890 1.60666 2.36442
N -0.24113 0.33800 1.97189
S 0.12332 -0.74292 3.22855
O -0.72977 -1.90078 3.17743
O 1.56198 -0.87115 3.35138
C -0.48341 0.41288 4.40449
C -0.64613 0.17711 5.76166
C -1.28096 1.16032 6.52206
C -1.71165 2.36153 5.93261
C -1.48578 2.60560 4.57624
C -0.88675 1.59849 3.81530
H -0.28219 -0.75647 6.18627
H -1.44733 0.99054 7.58964
H -2.22319 3.10370 6.54364
H -1.76031 3.54262 4.10104

Values from the calculation:
- Expectation value of S²: 3.79
- LUMO (alpha / beta): 0.317 / 0.324 eV
- Multiplicity: 4
- HOMO (alpha / beta): -0.2691 / -0.2800 Eh

Results of the natural (NBO) charge analysis, in e, for atoms 1 through 5:
1 C -0.2707
2 C 0.2908
3 N -0.4860
4 C 0.2657
5 C -0.2722


Record 3
A molecular structure, C18H29MnOSi in a non-equilibrium geometry, computed with ωB97M-V with the def2-TZVPD basis set.

Atoms and positions in Å:
Mn 0.06779 0.46682 0.36571
C 1.77050 0.37414 1.69171
C 2.12435 -0.48013 0.58388
C 1.97775 0.26148 -0.63852
H 2.53882 -1.46494 0.67151
C 1.66378 1.62859 -0.28973
C 1.51546 1.69100 1.15262
H 1.36421 2.57613 1.74963
H 1.79974 0.10247 2.73970
H 2.20570 -0.10811 -1.63120
H 1.64255 2.45424 -0.97714
C -1.94581 0.19287 1.08111
C -1.38733 1.46891 1.45064
C -1.06995 2.18038 0.24421
H -1.30912 1.83854 2.46490
C -1.41844 1.34580 -0.87312
C -1.93475 0.10743 -0.36078
H -2.35920 -0.70091 -0.94473
H -2.41130 -0.51714 1.74718
H -0.74083 3.21180 0.18563
H -1.41794 1.63889 -1.92204
O 0.54980 -2.45596 0.00764
C -0.36914 -0.37869 -4.44746
C 0.20352 -1.57649 -4.14147
C 0.45910 0.86997 -4.33005
C -1.87573 -0.30436 -4.55081
C 0.60518 -2.68165 -1.26433
H 1.26335 -1.64363 -3.91440
H -0.38938 -2.47692 -4.02671
H -0.21714 -3.22553 -1.72233
H 1.53892 -2.45068 -1.77845
H 0.46789 1.56104 -5.17410
H 1.49889 0.61878 -4.11759
H 0.06502 1.45520 -3.50048
H -2.34758 -0.26906 -5.54457
H -2.25140 0.57606 -4.01184
H -2.29759 -1.20217 -4.07041
C -2.11989 -3.57731 0.53233
Si -0.33104 -3.48139 1.10581
C -0.30406 -2.42029 2.62339
C 1.12961 -4.68356 1.15944
H -2.66479 -2.72605 0.96432
H -2.56765 -4.49668 0.92899
H -2.26171 -3.54104 -0.55754
H -0.49111 -3.05830 3.49869
H 0.66250 -1.92704 2.72487
H -1.06256 -1.63804 2.59634
H 1.03650 -5.62464 1.70967
H 1.49763 -4.88752 0.14368
H 1.91710 -4.08920 1.64662

Values from the calculation:
- Expectation value of S²: 6.02
- Total charge: -2
- LUMO (alpha / beta): 4.307 / 4.800 eV
- Multiplicity: 5
- HOMO (alpha / beta): 0.0929 / -0.0936 Eh
- ΔE to the lowest compared entry with this formula, charge and spin: 0.0000 eV

Results of the natural (NBO) charge analysis, in e, for atoms 1 through 5:
1 Mn 0.0048
2 C -0.3296
3 C -0.2182
4 C -0.2983
5 H 0.2276